(1)
The following is a quantum chemistry calculation of a gas-phase ion, C4H7N2 (charge +1) at a distorted geometry, from the OMol25 dataset.

The geometry in XYZ format:
```
13
Properties=species:S:1:pos:R:3:forces:R:3
C -1.58621 -0.06958 1.46604 -0.041 0.140 0.738
C -0.47866 -0.06398 0.50077 0.519 0.223 -0.483
C 0.32167 -1.07035 0.09781 -0.447 -1.184 -0.082
N 1.18142 -0.60290 -0.85578 -0.595 1.802 -0.704
C 0.89318 0.69026 -1.12886 -0.214 -1.251 1.444
N -0.06356 1.01740 -0.25053 -0.822 0.569 -0.833
H -1.39060 0.55021 2.34522 0.256 0.092 -0.153
H -2.53187 0.29025 1.06449 -0.045 -0.313 -0.198
H -1.63964 -1.08511 1.85116 -0.487 -0.033 -0.088
H 0.12285 -2.12677 0.19846 0.582 0.023 0.510
H 1.84427 -1.15175 -1.35092 0.584 -0.397 -0.366
H 1.31623 1.36257 -1.85182 0.237 -0.141 -0.091
H -0.71226 1.77561 -0.42371 0.473 0.471 0.307
```
Forces are in eV/Å.

Results
* SMILES: Cc1c[nH]c[nH+]1
* calculated total energy: -265.89612 Ha
* E_LUMO: -3.63 eV
* ΔE to the lowest compared entry with this formula, charge and spin: 32.4 kJ/mol
* charge: +1

=====

(2)
The following is a quantum chemistry calculation of 3 unconnected molecules or ions with the total composition C18H45IO8P at a distorted geometry, from the OMol25 dataset.

The geometry in XYZ format:
```
73
Properties=species:S:1:pos:R:3:forces:R:3
C 7.09814 4.83310 2.63491 -1.009 0.305 0.003
C 5.87426 3.77991 3.07116 1.100 0.934 -1.035
C 6.00451 2.33099 2.30229 0.988 1.339 1.395
I 5.74916 2.60306 0.10227 0.539 0.052 0.644
P 4.64507 1.05334 2.84255 0.758 -1.762 0.384
O 3.81370 2.21823 3.83457 -3.310 0.405 -0.941
C 2.38569 2.32179 3.49683 0.249 1.505 1.072
C 2.00508 3.66403 2.59292 -0.956 -0.547 0.216
C 0.33313 3.70451 2.57657 0.121 -0.374 0.721
O 2.57833 3.63048 1.22678 -1.472 -0.594 1.121
H 6.79848 5.87976 3.11734 0.972 -2.101 -0.894
H 8.15004 4.47355 3.00044 -1.970 0.728 -0.656
H 7.10779 4.99642 1.46357 0.043 -0.479 2.424
H 5.96093 3.64433 4.24426 -0.481 0.059 -2.522
H 4.87536 4.34035 2.74770 2.070 -1.540 0.924
H 7.07985 1.87825 2.50533 -2.111 0.930 -0.649
H 5.48995 0.74996 4.00453 0.023 0.377 0.104
H 3.67900 0.04638 3.30101 -0.153 -0.061 -0.052
H 3.86062 1.33411 1.66752 -0.218 0.125 0.048
H 5.34866 -0.04044 2.16340 0.055 0.353 -0.352
H 1.92340 1.37444 2.98879 1.057 1.467 0.714
H 1.81200 2.48070 4.53168 1.110 -0.366 -2.110
H 2.40732 4.67013 3.09020 -0.723 -2.393 -1.098
H -0.11980 3.13015 1.65364 0.997 1.244 1.718
H -0.04472 3.13004 3.55166 0.733 1.250 -2.095
H -0.09725 4.79118 2.64359 0.848 -2.046 -0.369
H 2.20748 2.85566 0.70965 0.689 1.148 1.279
C -5.60293 -2.31781 2.96830 0.427 -0.011 -0.294
O -4.61178 -1.84911 2.06626 -0.291 0.218 0.400
C -4.94285 -0.57825 1.50352 0.703 -0.427 -0.306
C -3.67171 0.21270 1.17406 -0.279 0.261 0.421
O -3.02970 0.76807 2.33072 -0.175 -0.459 -0.232
C -2.36615 -0.16535 3.19214 0.427 0.210 -0.151
C -1.09794 -0.76791 2.57790 -0.485 -0.447 0.111
O -1.43527 -1.77800 1.61990 0.020 0.404 -0.126
C -0.44033 -1.93189 0.62243 -0.169 -0.020 0.285
H -6.52916 -2.54293 2.43218 -0.163 0.020 0.105
H -5.23061 -3.23216 3.43835 0.004 0.103 -0.175
H -5.78838 -1.58179 3.75760 -0.123 0.028 -0.022
H -5.56486 0.00310 2.18585 -0.028 0.073 0.131
H -5.50475 -0.76754 0.58019 -0.084 0.228 -0.054
H -3.96488 1.07325 0.56250 -0.032 -0.002 0.181
H -2.97230 -0.36720 0.57630 -0.025 -0.295 0.091
H -3.05493 -0.93253 3.54604 0.082 -0.172 -0.204
H -2.06827 0.41457 4.07343 0.035 0.053 -0.224
H -0.49951 -1.24762 3.36521 0.032 0.261 0.028
H -0.50360 0.02904 2.11527 -0.048 -0.027 0.015
H -0.24594 -0.97904 0.11862 0.150 0.010 0.031
H -0.81156 -2.63771 -0.11956 -0.047 -0.071 0.086
H 0.48198 -2.32346 1.06088 0.127 0.095 -0.129
C -1.40458 -1.24415 -7.91592 -0.218 -0.278 0.308
O -1.54178 -2.22862 -6.90215 0.327 0.378 -0.062
C -0.30618 -2.88111 -6.60396 -0.707 -0.298 0.355
C -0.27678 -3.33636 -5.14047 0.403 0.380 -0.129
O -0.06114 -2.26276 -4.21345 -0.425 -0.139 -0.313
C -1.15704 -1.35742 -4.03187 0.061 -0.196 0.421
C -2.34409 -1.97745 -3.28676 -0.110 0.140 -0.688
O -3.09534 -2.82906 -4.15981 0.255 -0.197 0.327
C -3.77699 -3.85575 -3.45993 0.151 0.314 -0.220
H -1.16143 -1.71480 -8.87267 0.100 0.113 -0.112
H -2.35756 -0.71618 -8.00914 0.078 -0.183 0.037
H -0.63639 -0.51242 -7.64470 0.077 -0.026 -0.099
H 0.54196 -2.22205 -6.79566 0.077 0.114 0.029
H -0.23411 -3.75740 -7.26049 0.236 -0.061 0.048
H 0.58296 -4.00434 -5.01740 0.014 0.197 -0.010
H -1.15825 -3.91503 -4.87413 -0.223 0.113 -0.164
H -1.45667 -0.90740 -4.97840 -0.211 -0.194 -0.017
H -0.76142 -0.54371 -3.41295 0.023 -0.218 0.026
H -3.01914 -1.18137 -2.94228 0.179 0.036 0.144
H -1.97682 -2.53376 -2.41610 0.010 -0.006 -0.067
H -3.07658 -4.44738 -2.86081 -0.057 0.026 0.127
H -4.23762 -4.51665 -4.19313 -0.021 0.103 -0.058
H -4.55573 -3.42968 -2.82100 -0.026 -0.111 0.154
```
Forces are in eV/Å.

Results
* calculated total energy: -1953.50444 Ha
* E_LUMO: 2.12 eV
* charge: -1

=====

E_LUMO of number 2 (C18H45IO8P)?
2.12 eV